Formula: C30H45F15O30S5
Source: the OMol25 dataset
Level of theory: the ωB97M-V functional and the def2-TZVPD basis

net charge = 0
M = 1330.97 g/mol
HOMO level = -10.9 eV
gap between HOMO and LUMO = 10.9 eV
LUMO level = -0.01 eV
spin multiplicity = 1
SMILES = CCOC(=O)C(F)(F)F.CCOC(=O)C(F)(F)F.CCOC(=O)C(F)(F)F.CCOC(=O)C(F)(F)F.CCOC(=O)C(F)(F)F.O=S1(=O)OCCO1.O=S1(=O)OCCO1.O=S1(=O)OCCO1.O=S1(=O)OCCO1.O=S1(=O)OCCO1
energy relative to the best compared isomer or geometry (same formula, charge and spin) = 11.4 kcal per mole
strongest force on any atom = 2.10 eV/A
calculated total energy = -188199.765 eV

Element x y z (Å)
C1 -1.080 -6.788 -1.996
C2 -0.170 -6.548 -0.819
O1 0.077 -7.790 -0.119
C3 1.179 -8.441 -0.429
O2 2.089 -8.039 -1.097
C4 1.246 -9.834 0.235
F1 1.265 -10.783 -0.695
F2 2.377 -9.934 0.948
F3 0.221 -10.036 1.060
H1 -1.008 -6.060 -2.803
H2 -2.101 -7.027 -1.718
H3 -0.694 -7.657 -2.551
H4 -0.672 -5.942 -0.067
H5 0.739 -5.963 -0.962
C5 -2.182 2.597 2.084
C6 -1.204 3.716 1.800
O3 -0.820 4.417 2.990
C7 -1.670 5.321 3.443
O4 -2.775 5.521 3.043
C8 -1.093 6.043 4.674
F4 -1.465 5.380 5.777
F5 0.242 6.105 4.664
F6 -1.563 7.282 4.750
H6 -1.881 2.051 2.980
H7 -2.187 1.836 1.295
H8 -3.243 2.831 2.188
H9 -1.586 4.371 1.019
H10 -0.298 3.189 1.509
C9 0.210 0.882 -0.961
C10 0.632 -0.514 -0.572
O5 -0.230 -1.556 -1.017
C11 -1.258 -1.876 -0.273
O6 -1.742 -1.225 0.606
C12 -1.873 -3.213 -0.733
F7 -3.164 -3.039 -1.029
F8 -1.236 -3.714 -1.790
F9 -1.806 -4.074 0.288
H11 -0.811 1.057 -0.595
H12 0.023 0.924 -2.037
H13 0.921 1.576 -0.526
H14 0.802 -0.560 0.500
H15 1.596 -0.703 -1.037
C13 1.599 -3.759 -3.995
C14 0.915 -2.446 -4.297
O7 1.664 -1.336 -3.757
C15 2.679 -0.894 -4.470
O8 2.986 -1.253 -5.569
C16 3.428 0.259 -3.781
F10 3.245 1.390 -4.475
F11 3.033 0.470 -2.524
F12 4.737 -0.004 -3.767
H16 2.570 -3.787 -4.491
H17 1.016 -4.610 -4.347
H18 1.729 -3.877 -2.922
H19 -0.043 -2.357 -3.794
H20 0.761 -2.332 -5.369
C17 0.736 5.304 -2.303
C18 0.225 4.977 -0.917
O9 0.670 5.964 0.055
C19 -0.046 7.071 0.166
O10 -1.098 7.277 -0.361
C20 0.621 8.058 1.134
F13 0.345 7.699 2.397
F14 1.950 8.097 0.988
F15 0.150 9.282 0.933
H21 0.406 4.538 -3.001
H22 1.815 5.448 -2.315
H23 0.315 6.272 -2.588
H24 0.705 4.111 -0.460
H25 -0.858 4.874 -0.942
O11 -3.465 0.319 -5.081
S1 -2.583 0.498 -3.989
O12 -1.358 -0.201 -3.894
O13 -2.302 2.066 -3.778
C21 -2.969 2.625 -2.623
C22 -4.015 1.580 -2.286
O14 -3.369 0.349 -2.580
H26 -2.212 2.707 -1.842
H27 -3.352 3.592 -2.934
H28 -4.977 1.737 -2.777
H29 -4.224 1.552 -1.216
O15 1.687 -3.367 0.646
S2 2.959 -3.490 0.028
O16 3.515 -2.399 -0.686
O17 4.073 -3.998 1.060
C23 4.545 -5.334 0.737
C24 3.448 -5.923 -0.141
O18 2.960 -4.789 -0.889
H30 5.488 -5.237 0.207
H31 4.575 -5.855 1.688
H32 2.642 -6.334 0.467
H33 3.794 -6.622 -0.895
O19 -7.766 -0.606 0.552
S3 -7.093 -0.884 1.769
O20 -7.804 -0.924 2.986
O21 -6.231 -2.224 1.527
C25 -4.847 -1.932 1.734
C26 -4.713 -0.489 1.276
O22 -5.843 0.100 1.929
H34 -4.589 -1.985 2.794
H35 -4.234 -2.608 1.150
H36 -4.823 -0.424 0.190
H37 -3.741 -0.099 1.561
O23 -2.030 -0.403 4.170
S4 -0.783 -0.995 3.878
O24 -0.686 -2.367 3.534
O25 -0.066 -0.121 2.743
C27 1.333 0.016 2.946
C28 1.589 -0.572 4.342
O26 0.315 -0.639 4.984
H38 1.969 -0.514 2.234
H39 1.550 1.077 2.831
H40 2.272 0.033 4.931
H41 1.979 -1.591 4.302
O27 2.019 3.182 0.503
S5 2.774 3.813 1.522
O28 2.793 3.243 2.822
O29 4.285 4.075 1.100
C29 4.661 5.463 1.142
C30 3.381 6.270 1.404
O30 2.323 5.339 1.626
H42 5.333 5.551 1.995
H43 5.158 5.716 0.212
H44 3.142 6.899 0.547
H45 3.453 6.906 2.282

Atoms 1-3, force components in eV/Å:
C 1.0 -1.1 -1.2
C -0.7 1.3 1.0
O 0.2 -0.4 -0.2

Formula: C30H45N7O2S2
Source: the OMol25 dataset
Level of theory: the ωB97M-V functional and the def2-TZVPD basis

net charge = +1
M = 599.87 g/mol
HOMO level (alpha / beta) = -10.5 / -10.5 eV
expectation value of S² = 0.7641
gap between HOMO and LUMO (alpha / beta) = 7.0 / 3.3 eV
LUMO level (alpha / beta) = -3.44 / -7.17 eV
spin multiplicity = 2
strongest force on any atom = 4.35 eV/A
calculated total energy = -68021.897 eV

Element x y z (Å)
C1 0.033 1.085 7.505
S1 -0.816 2.136 6.223
O1 -0.991 3.500 6.902
C2 0.506 2.382 5.010
H1 -0.682 0.757 8.260
H2 0.899 1.578 7.948
H3 0.429 0.254 6.921
H4 0.315 3.132 4.242
H5 0.733 1.472 4.455
H6 1.344 2.791 5.576
C3 -3.308 2.804 -3.337
S2 -2.273 1.481 -3.997
O2 -3.147 0.477 -4.766
C4 -1.821 0.577 -2.401
H7 -3.815 3.365 -4.122
H8 -2.733 3.498 -2.724
H9 -4.155 2.467 -2.740
H10 -2.678 0.494 -1.733
H11 -0.992 1.086 -1.910
H12 -1.545 -0.451 -2.633
C5 -3.840 -2.754 2.153
C6 -4.122 -2.382 3.554
N1 -4.219 -2.036 4.630
H13 -3.102 -3.555 2.112
H14 -3.483 -1.968 1.488
H15 -4.725 -3.271 1.784
N2 -0.341 1.538 1.258
C7 -1.180 0.746 2.022
C8 -1.000 -0.582 1.588
C9 -0.027 -0.598 0.634
C10 0.400 0.769 0.398
H16 -0.091 2.487 1.496
H17 -1.826 1.009 2.847
H18 -1.392 -1.474 2.054
H19 0.364 -1.482 0.153
H20 1.218 1.035 -0.254
N3 1.127 0.253 -4.737
C11 0.537 -0.556 -5.676
C12 0.542 -1.758 -5.123
C13 1.101 -1.698 -3.781
C14 1.458 -0.396 -3.583
H21 1.321 1.238 -4.854
H22 0.317 -0.364 -6.716
H23 0.344 -2.728 -5.554
H24 1.263 -2.404 -2.980
H25 1.970 0.053 -2.744
N4 4.385 -4.795 0.160
C15 5.156 -3.857 -0.569
C16 4.285 -2.885 -0.950
C17 3.003 -3.274 -0.508
C18 3.042 -4.435 0.215
H26 4.780 -5.652 0.520
H27 6.205 -3.926 -0.817
H28 4.647 -2.058 -1.543
H29 2.198 -2.585 -0.717
H30 2.368 -5.040 0.804
N5 -3.864 -4.694 -1.189
C19 -3.148 -3.529 -1.189
C20 -1.802 -3.831 -0.948
C21 -1.683 -5.246 -1.140
C22 -2.996 -5.722 -1.136
H31 -4.873 -4.675 -1.217
H32 -3.651 -2.580 -1.293
H33 -0.876 -3.277 -0.908
H34 -0.794 -5.860 -1.167
H35 -3.395 -6.719 -1.025
N6 -0.472 5.494 1.484
C23 -1.535 4.819 0.978
C24 -2.333 4.358 1.956
C25 -1.653 4.652 3.146
C26 -0.494 5.481 2.883
H36 0.210 5.901 0.860
H37 -1.757 4.742 -0.076
H38 -3.208 3.738 1.825
H39 -1.881 4.423 4.177
H40 0.197 5.968 3.554
N7 3.885 2.603 -3.177
C27 5.106 2.001 -2.766
C28 5.116 1.566 -1.512
C29 3.786 1.823 -1.085
C30 3.112 2.485 -2.055
H41 3.624 3.176 -3.967
H42 5.993 2.039 -3.381
H43 5.867 1.056 -0.927
H44 3.464 1.543 -0.093
H45 2.067 2.761 -2.056

Atoms 1-3, force components in eV/Å:
C 0.4 0.1 -1.5
S -0.4 1.8 1.8
O 0.2 -1.7 -1.2

Formula: C30H45NO2P2S2Zr
Source: the OMol25 dataset
Level of theory: the ωB97M-V functional and the def2-TZVPD basis

net charge = +2
M = 669.00 g/mol
HOMO level (alpha / beta) = -13.7 / -13.8 eV
gap between HOMO and LUMO (alpha / beta) = 4.6 / 4.6 eV
LUMO level (alpha / beta) = -9.16 / -9.15 eV
spin multiplicity = 1
strongest force on any atom = 3.58 eV/A
calculated total energy = -78932.179 eV

Element x y z (Å)
Zr1 -0.667 -0.465 -0.855
C1 -1.830 1.967 0.856
C2 -2.544 0.871 0.199
C3 -2.151 0.302 2.416
C4 -1.527 1.565 2.165
C5 -2.847 -0.098 1.249
C6 -1.730 3.358 0.385
H1 -2.485 3.588 -0.366
H2 -0.736 3.526 -0.064
H3 -1.819 4.075 1.216
C7 -0.720 2.348 3.120
H4 -0.890 3.425 2.992
H5 0.362 2.187 2.977
H6 -0.974 2.065 4.148
C8 -2.177 -0.435 3.697
H7 -1.693 0.163 4.469
H8 -1.641 -1.390 3.626
H9 -3.201 -0.663 4.016
C9 -3.932 -1.108 1.221
H10 -4.510 -1.074 2.161
H11 -3.496 -2.110 1.124
H12 -4.624 -0.945 0.385
C10 -3.350 1.020 -1.042
H13 -4.400 0.774 -0.824
H14 -3.057 0.374 -1.894
H15 -3.334 2.050 -1.420
C11 2.134 -0.838 -2.888
C12 1.726 0.249 -3.577
C13 0.750 0.178 -4.721
C14 -0.441 -0.740 -4.429
C15 -0.725 -1.032 -2.955
C16 -0.453 -2.544 -2.696
C17 0.934 -3.151 -3.083
C18 2.072 -2.204 -3.502
H16 1.237 -0.241 -5.613
H17 -0.275 -1.700 -4.950
H18 0.429 1.192 -5.006
H19 2.033 -2.119 -4.597
H20 2.783 -0.733 -2.002
H21 2.151 1.239 -3.359
H22 3.040 -2.682 -3.288
H23 1.304 -3.760 -2.253
H24 -1.221 -3.069 -3.272
H25 0.835 -3.876 -3.918
H26 -1.349 -0.288 -4.871
H27 -1.837 -0.932 -2.835
P1 1.129 2.769 -0.986
C19 2.934 2.649 -1.372
C20 0.120 2.761 -2.559
P2 -1.013 -3.124 -0.915
C21 0.887 1.004 -0.719
C22 -2.628 -3.918 -1.189
C23 0.027 -4.376 -0.153
H28 3.406 1.834 -0.810
H29 3.318 3.597 -0.982
H30 3.168 2.576 -2.442
H31 -0.018 1.784 -3.061
H32 0.599 3.434 -3.282
H33 -0.894 3.126 -2.343
H34 0.804 -4.781 -0.789
H35 -0.575 -5.212 0.203
H36 0.510 -3.909 0.704
H37 1.799 0.567 -0.256
H38 0.807 0.509 -1.760
H39 -3.325 -3.521 -0.445
H40 -2.567 -5.008 -1.055
H41 -3.053 -3.726 -2.184
O1 3.159 2.820 1.836
S1 3.636 1.503 2.201
O2 5.029 1.192 2.082
N1 2.688 0.338 1.473
C24 1.767 -0.231 2.236
S2 0.511 -1.157 1.420
C25 1.980 0.128 3.652
C26 1.324 -0.219 4.836
C27 1.651 0.424 6.043
C28 2.647 1.404 6.088
C29 3.340 1.737 4.935
C30 3.010 1.075 3.757
H42 0.555 -0.984 4.783
H43 1.119 0.158 6.958
H44 2.878 1.940 7.032
H45 4.118 2.516 4.922

Atoms 1-3, force components in eV/Å:
Zr -0.5 0.0 1.6
C -0.5 0.3 -1.2
C 0.1 -1.6 0.6

Formula: C30H45NO3P2RhS
Source: the OMol25 dataset
Level of theory: the ωB97M-V functional and the def2-TZVPD basis

net charge = +1
M = 664.62 g/mol
HOMO level (alpha / beta) = -8.4 / -10.2 eV
expectation value of S² = 6.0113
gap between HOMO and LUMO (alpha / beta) = 5.1 / 4.8 eV
LUMO level (alpha / beta) = -3.23 / -5.43 eV
spin multiplicity = 5
energy relative to the best compared isomer or geometry (same formula, charge and spin) = 140.3 kcal per mole
strongest force on any atom = 9.05 eV/A
calculated total energy = -71877.781 eV

Element x y z (Å)
Rh1 -0.521 -0.722 -5.448
C1 -0.949 -1.840 0.690
C2 0.391 -2.174 0.320
C3 0.479 -0.513 1.924
C4 -0.892 -0.829 1.703
C5 1.267 -1.340 1.071
C6 -2.191 -2.430 0.140
H1 -2.010 -2.939 -0.815
H2 -2.979 -1.678 -0.021
H3 -2.594 -3.183 0.839
C7 -2.048 -0.219 2.403
H4 -2.941 -0.841 2.269
H5 -2.267 0.792 2.023
H6 -1.841 -0.137 3.480
C8 1.014 0.457 2.907
H7 1.612 -0.065 3.670
H8 0.197 0.974 3.420
H9 1.654 1.222 2.450
C9 2.750 -1.340 1.020
H10 3.159 -1.840 1.911
H11 3.160 -0.319 1.004
H12 3.121 -1.881 0.142
C10 0.807 -3.225 -0.645
H13 1.119 -4.136 -0.107
H14 1.661 -2.910 -1.263
H15 -0.011 -3.509 -1.318
C11 -1.509 0.952 -5.683
C12 -2.031 -0.182 -6.430
C13 -1.563 -0.390 -7.863
C14 0.006 -0.687 -8.045
C15 0.791 -0.853 -6.761
C16 1.045 0.306 -5.911
C17 0.802 1.713 -6.404
C18 -0.718 2.072 -6.353
H16 -1.883 0.479 -8.464
H17 0.490 0.070 -8.693
H18 -2.092 -1.293 -8.226
H19 -1.127 2.264 -7.357
H20 -2.142 1.299 -4.863
H21 -3.006 -0.567 -6.103
H22 -0.812 3.040 -5.829
H23 1.362 2.426 -5.776
H24 1.860 0.230 -5.191
H25 1.198 1.854 -7.418
H26 0.092 -1.675 -8.542
H27 1.446 -1.724 -6.636
P1 -0.675 1.060 -0.830
C19 -2.210 1.158 -1.994
C20 -1.453 -1.983 -3.972
P2 1.664 1.854 -1.035
C21 0.216 2.078 -2.170
C22 2.541 0.600 -2.063
C23 2.668 3.304 -1.513
H28 -2.891 1.665 -1.238
H29 -2.751 0.284 -2.369
H30 -2.231 1.798 -2.921
H31 -1.425 -2.868 -4.632
H32 -2.480 -1.606 -3.783
H33 -0.800 -2.055 -3.066
H34 2.667 3.434 -2.604
H35 3.691 3.137 -1.147
H36 2.237 4.174 -1.014
H37 -0.182 3.168 -2.125
H38 0.556 1.877 -3.234
H39 3.530 0.460 -1.605
H40 2.693 0.918 -3.107
H41 2.021 -0.363 -2.060
O1 1.632 5.498 1.152
S1 1.172 4.331 1.801
O2 2.050 3.613 2.701
N1 0.484 3.272 0.725
C24 -0.781 3.081 0.957
O3 -1.463 2.064 0.266
C25 -1.380 3.870 1.994
C26 -2.680 3.872 2.515
C27 -2.944 4.659 3.638
C28 -1.929 5.409 4.252
C29 -0.619 5.391 3.746
C30 -0.377 4.610 2.616
H42 -3.438 3.273 2.022
H43 -3.952 4.687 4.045
H44 -2.156 6.011 5.131
H45 0.188 5.960 4.201

Atoms 1-3, force components in eV/Å:
Rh -1.6 -4.2 7.9
C 0.0 0.2 0.1
C 0.0 0.1 0.2